Record 1
C32H34AsIrN5O2Se | ωB97M-V with the def2-TZVPD basis set

Cartesian coordinates (Å):
Ir1 0.029 0.081 0.116
C1 -0.111 1.035 5.047
C2 0.772 1.932 4.225
C3 1.670 2.773 4.965
C4 2.603 3.575 4.321
C5 2.556 3.747 2.931
C6 1.660 3.003 2.170
C7 1.650 3.095 0.670
C8 0.782 2.030 2.807
N1 -0.087 1.299 2.065
C9 -1.408 1.058 2.591
O1 -2.089 1.896 3.150
C10 -1.822 -0.348 2.355
C11 -2.631 -1.110 3.190
C12 -2.703 -2.471 2.933
C13 -2.058 -3.019 1.799
C14 -1.304 -2.203 0.969
N2 -1.332 -0.864 1.176
C15 -0.704 -2.749 -0.288
O2 -0.529 -3.970 -0.556
N3 -0.462 -1.707 -1.230
C16 -0.726 -2.067 -2.565
C17 -2.063 -2.593 -2.795
C18 -3.175 -2.563 -1.791
C19 -2.348 -3.181 -4.042
C20 -1.480 -3.023 -5.123
C21 -0.218 -2.421 -4.886
C22 0.223 -1.964 -3.621
C23 1.560 -1.154 -3.701
H1 0.268 1.031 6.126
H2 -0.136 -0.017 4.669
H3 -1.158 1.329 5.094
H4 1.722 2.720 6.054
H5 3.345 4.141 4.873
H6 3.194 4.394 2.353
H7 2.597 3.091 0.151
H8 1.160 4.007 0.384
H9 1.087 2.233 0.169
H10 -3.220 -0.669 4.075
H11 -3.198 -3.118 3.632
H12 -2.231 -4.055 1.420
H13 -3.025 -1.530 -1.378
H14 -3.067 -3.248 -0.896
H15 -4.197 -2.645 -2.260
H16 -3.292 -3.700 -4.263
H17 -1.792 -3.261 -6.077
H18 0.473 -2.237 -5.779
H19 1.503 -0.175 -4.152
H20 2.273 -1.763 -4.324
H21 1.939 -0.901 -2.710
C24 3.707 0.090 1.390
As1 2.184 -0.982 0.725
C25 1.751 -2.251 2.188
C26 2.971 -2.359 -0.464
H22 3.851 0.777 0.576
H23 4.623 -0.502 1.621
H24 3.296 0.596 2.285
H25 0.815 -1.928 2.644
H26 2.541 -2.307 2.977
H27 1.570 -3.171 1.582
H28 3.266 -3.179 0.205
H29 3.812 -1.953 -0.967
H30 2.214 -2.663 -1.205
Se1 -1.847 3.096 0.495
N4 -1.185 1.648 -0.610
C27 -1.279 2.030 -1.962
C28 -0.902 1.355 -3.148
C29 -0.804 2.050 -4.322
C30 -1.366 3.328 -4.475
C31 -1.748 4.082 -3.368
C32 -1.625 3.470 -2.080
N5 -1.961 4.107 -0.982
H31 -0.586 0.300 -3.095
H32 -0.284 1.631 -5.127
H33 -1.535 3.798 -5.449
H34 -1.977 5.189 -3.475

Computed properties:
Expectation value of S²   6.0578
HOMO (spin up / spin down)   -9.158 / -10.049 eV
LUMO energy (spin up / spin down)   -4.1 / -5.7 eV
Charge   +1
Multiplicity   5
Total energy   -6405.1447 hartree
Kohn-Sham gap (spin up / spin down)   0.1874 / 0.1614 Ha
ΔE to the lowest compared entry with this formula, charge and spin   36.69 kcal per mole

---

Record 2
C32H34AuN3O4S | ωB97M-V with the def2-TZVPD basis set

Cartesian coordinates (Å):
Au1 -0.429 -0.468 0.369
N1 1.018 -0.914 -1.981
C1 2.299 -1.112 -1.491
C2 3.389 -0.393 -1.976
C3 4.641 -0.525 -1.406
C4 4.828 -1.372 -0.329
C5 3.760 -2.112 0.144
C6 2.505 -2.005 -0.435
C7 1.418 -2.866 0.072
C8 1.565 -4.247 -0.067
C9 0.644 -5.111 0.489
C10 -0.387 -4.611 1.260
C11 -0.551 -3.238 1.392
C12 0.314 -2.374 0.750
H1 0.963 -0.437 -2.869
H2 0.370 -1.686 -1.899
H3 3.247 0.275 -2.814
H4 5.472 0.044 -1.796
H5 5.799 -1.462 0.134
H6 3.884 -2.778 0.986
H7 2.407 -4.620 -0.632
H8 0.739 -6.175 0.329
H9 -1.077 -5.277 1.754
H10 -1.364 -2.865 1.996
C13 2.268 0.187 2.487
C14 2.813 1.049 1.395
C15 4.168 1.319 1.301
C16 4.668 2.097 0.270
C17 3.811 2.564 -0.707
C18 2.446 2.338 -0.636
C19 1.565 2.814 -1.753
C20 1.935 1.614 0.454
N2 0.562 1.453 0.608
C21 -0.230 2.502 0.753
C22 0.320 3.887 0.955
C23 -1.629 2.330 0.712
C24 -2.559 3.484 0.965
N3 -2.121 1.106 0.625
C25 -3.238 0.584 0.167
C26 -3.761 0.864 -1.160
C27 -3.351 2.109 -1.886
C28 -4.528 -0.068 -1.748
C29 -4.841 -1.395 -1.130
C30 -4.659 -1.370 0.354
C31 -3.875 -0.454 0.946
C32 -3.601 -0.447 2.420
H11 3.053 -0.118 3.173
H12 1.813 -0.705 2.051
H13 1.490 0.708 3.041
H14 4.838 0.924 2.053
H15 5.724 2.318 0.214
H16 4.201 3.128 -1.541
H17 1.919 2.401 -2.695
H18 1.590 3.899 -1.842
H19 0.535 2.503 -1.608
H20 1.376 3.848 1.207
H21 -0.212 4.407 1.748
H22 0.207 4.476 0.045
H23 -2.315 3.948 1.920
H24 -3.579 3.111 1.025
H25 -2.491 4.253 0.197
H26 -2.265 2.168 -1.945
H27 -3.721 2.991 -1.369
H28 -3.757 2.105 -2.894
H29 -4.855 0.062 -2.770
H30 -5.870 -1.697 -1.380
H31 -5.149 -2.134 0.937
H32 -4.155 -1.239 2.915
H33 -3.880 0.511 2.858
H34 -2.534 -0.596 2.593
O1 -3.033 -3.211 0.297
S1 -2.634 -2.753 -1.005
O2 -1.998 -3.703 -1.860
O3 -1.897 -1.469 -0.969
O4 -4.022 -2.377 -1.773

Computed properties:
Expectation value of S²   2.0400
HOMO (spin up / spin down)   -7.143 / -7.477 eV
LUMO energy (spin up / spin down)   -1.2 / -1.5 eV
Multiplicity   3
Total energy   -2238.7934 hartree
Kohn-Sham gap (spin up / spin down)   0.2193 / 0.2196 Ha
ΔE to the lowest compared entry with this formula, charge and spin   16.51 kcal per mole